Here is 2 unconnected molecules or ions with the total composition CH2Cl2O2P from the Open Molecules 2025 dataset. Energies are from ωB97M-V/def2-TZVPD.

Geometry (Å):
H: 1.263 -0.521 0.997
Cl: -2.577 0.385 -1.205
C: 0.859 -0.194 -0.026
P: -1.821 -1.073 0.035
H: 2.408 0.768 -0.732
O: 2.047 -0.097 -0.818
Cl: 0.208 1.398 0.434
O: -2.387 -0.667 1.315

Forces on atoms 1 to 6 (eV/Å):
-0.80 0.00 -1.09
-0.24 0.78 -1.18
0.11 -1.51 2.09
1.34 -1.12 -0.91
0.46 1.23 0.26
-1.01 -0.97 -0.81

The frontier orbital gap is 6.7 eV. As for the net charge: -1. For the HOMO energy, the calculation gives -2.918 eV. For the LUMO energy, the calculation gives 3.8 eV. As for the multiplicity: 1.

Atom charges from the Mulliken analysis, given in e for atoms 1 to 5: number 1, H, carries 0.160; number 2, Cl, carries -0.273; number 3, C, carries -0.367; number 4, P, carries 0.387; number 5, H, carries 0.253